1.
Computed, not measured: CH4FN4O14V as an isolated structure in a non-equilibrium geometry, with wB97M-V/def2-TZVPD.

spin multiplicity: 2
relative energy (zero: lowest compared OMol25 entry of this formula, charge and spin): 44.71 kcal per mole
LUMO level (spin up / spin down): 6.8 / 6.8 eV
highest occupied orbital energy (spin up / spin down): 0.0 / 0.0 eV
charge: -3

CARTESIAN COORDINATES (ANGSTROEM)
O  -0.939  0.885  -0.263
V  -0.240  0.017  0.911
N  1.517  -2.194  2.810
O  1.543  -2.325  3.986
O  2.242  -2.928  2.111
O  0.853  -1.226  2.336
N  2.868  0.013  -0.380
O  3.687  0.802  -0.764
O  3.165  -1.136  -0.115
O  1.690  0.417  -0.115
N  -0.109  2.587  3.075
O  -1.319  2.837  3.055
O  0.319  1.801  2.259
O  0.612  3.016  3.975
N  -0.174  -2.834  -1.039
O  0.886  -3.372  -0.848
O  -0.907  -3.161  -1.997
O  -0.459  -1.814  -0.384
F  -1.969  0.104  2.244
C  -2.424  1.665  -3.464
O  -1.540  0.726  -3.023
H  -2.862  1.503  -4.449
H  -3.254  1.605  -2.761
H  -2.074  2.694  -3.382
H  -1.111  0.317  -3.778



2.
Computed, not measured: C37H40Cl2F2HgN8O4PTi as an isolated structure in a non-equilibrium geometry, with wB97M-V/def2-TZVPD.

spin multiplicity: 4
relative energy (zero: lowest compared OMol25 entry of this formula, charge and spin): 0.00 kcal per mole
LUMO level (spin up / spin down): -5.2 / -5.2 eV
highest occupied orbital energy (spin up / spin down): -10.2 / -14.2 eV
charge: +2

CARTESIAN COORDINATES (ANGSTROEM)
Hg  -1.978  -1.408  1.186
Ti  0.565  4.448  -0.341
O  0.532  2.109  -0.669
P  0.368  0.648  -0.856
O  -0.502  -0.199  0.018
F  1.789  -0.033  -0.815
F  -0.087  0.360  -2.327
N  2.536  4.074  0.954
C  3.323  3.203  0.289
C  4.516  2.740  0.804
C  4.890  3.153  2.072
C  4.039  3.941  2.823
C  2.916  4.447  2.185
H  3.044  2.926  -0.717
H  5.154  2.056  0.266
H  5.815  2.758  2.476
H  4.335  4.304  3.797
H  2.264  5.183  2.637
N  1.569  4.158  -2.653
C  1.182  3.306  -3.600
C  1.974  2.935  -4.678
C  3.237  3.510  -4.746
C  3.661  4.426  -3.796
C  2.773  4.731  -2.767
H  0.243  2.808  -3.384
H  1.651  2.149  -5.344
H  3.963  3.215  -5.495
H  4.632  4.895  -3.814
H  3.017  5.479  -2.021
N  -1.723  -3.139  -0.519
C  -2.160  -4.377  -0.239
C  -2.029  -5.458  -1.089
C  -1.328  -5.278  -2.262
C  -1.020  -3.973  -2.668
C  -1.268  -2.946  -1.769
H  -2.586  -4.500  0.749
H  -2.235  -6.411  -0.620
H  -1.080  -6.117  -2.898
H  -0.601  -3.787  -3.645
H  -0.890  -1.960  -2.000
N  -3.947  -1.183  -0.224
C  -3.680  -0.462  -1.326
C  -4.650  -0.167  -2.272
C  -5.966  -0.563  -2.099
C  -6.238  -1.304  -0.958
C  -5.223  -1.526  -0.040
H  -2.664  -0.218  -1.604
H  -4.420  0.347  -3.196
H  -6.748  -0.303  -2.798
H  -7.253  -1.630  -0.778
H  -5.548  -1.983  0.888
N  -3.177  0.644  1.903
C  -4.248  0.581  2.703
C  -4.927  1.725  3.056
C  -4.476  2.974  2.684
C  -3.403  3.031  1.806
C  -2.758  1.846  1.476
H  -4.635  -0.374  3.033
H  -5.777  1.697  3.729
H  -4.931  3.873  3.077
H  -3.015  3.958  1.408
H  -1.860  1.840  0.874
N  0.121  -2.831  1.824
C  1.040  -3.025  0.888
C  2.068  -3.958  0.997
C  2.089  -4.750  2.137
C  1.180  -4.512  3.162
C  0.168  -3.606  2.921
H  1.013  -2.429  -0.017
H  2.770  -4.170  0.204
H  2.829  -5.540  2.180
H  1.250  -5.060  4.090
H  -0.600  -3.436  3.666
N  -0.634  -0.349  3.062
C  -1.094  -0.495  4.313
C  -0.402  -0.087  5.437
C  0.863  0.470  5.287
C  1.332  0.634  3.987
C  0.578  0.183  2.927
H  -2.103  -0.878  4.418
H  -0.846  -0.215  6.415
H  1.399  0.854  6.143
H  2.312  1.078  3.864
H  1.027  0.224  1.943
C  4.946  -1.352  -1.107
N  6.142  -1.975  -1.733
O  7.008  -1.248  -2.160
O  6.122  -3.184  -1.806
H  4.172  -1.350  -1.867
H  5.171  -0.335  -0.804
H  4.708  -1.935  -0.224
C  -1.977  0.544  -5.133
Cl  -1.060  0.711  -6.640
Cl  -2.159  -1.158  -4.637
H  -1.412  1.055  -4.363
H  -2.977  0.944  -5.243



3.
Computed, not measured: C3H6ClN3 as an isolated structure in a non-equilibrium geometry, with wB97M-V/def2-TZVPD.

spin multiplicity: 3
relative energy (zero: lowest compared OMol25 entry of this formula, charge and spin): 32.22 kcal per mole
LUMO level (spin up / spin down): 0.9 / -2.7 eV
highest occupied orbital energy (spin up / spin down): -5.5 / -9.4 eV
charge: 0

CARTESIAN COORDINATES (ANGSTROEM)
C  -1.194  1.984  0.336
C  -1.137  0.888  -0.370
C  0.921  -1.092  -0.134
N  2.020  -1.480  0.291
N  -0.213  -1.838  0.224
N  0.549  0.158  -0.757
Cl  1.831  1.269  -0.498
H  -2.105  2.609  0.397
H  -0.410  2.518  0.691
H  -1.890  0.244  -0.893
H  2.902  -1.047  0.058
H  -0.123  -2.834  0.564
H  -1.151  -1.379  0.089



4.
Computed, not measured: C28H18BCrF3O4 as an isolated structure in a non-equilibrium geometry, with wB97M-V/def2-TZVPD.

spin multiplicity: 4
LUMO level (spin up / spin down): -9.8 / -14.0 eV
highest occupied orbital energy (spin up / spin down): -17.9 / -17.6 eV
charge: +3

CARTESIAN COORDINATES (ANGSTROEM)
C  0.179  0.091  2.469
C  0.110  -1.195  3.139
C  1.356  -1.730  3.434
C  2.268  -0.675  3.106
B  3.910  -0.613  3.377
F  4.253  -1.983  3.486
F  4.476  0.036  2.273
F  3.987  0.071  4.607
O  1.611  0.404  2.622
H  -0.417  0.962  2.964
H  -0.861  -1.749  3.365
H  1.628  -2.737  3.825
O  -1.364  -0.831  -6.175
C  -0.567  -0.982  -5.331
Cr  0.741  -0.878  -3.967
C  -0.275  0.584  -3.335
O  -0.899  1.505  -3.020
C  1.548  0.392  -5.122
O  1.859  1.249  -5.861
C  1.923  -2.670  -4.272
C  0.670  -3.019  -3.785
C  0.170  -2.420  -2.613
C  0.967  -1.518  -1.859
C  0.479  -0.857  -0.673
C  -0.090  -0.205  0.295
C  -0.671  0.555  1.354
C  -0.505  2.061  0.978
C  0.710  2.398  0.338
C  1.071  3.710  0.061
C  0.197  4.796  0.388
C  -1.027  4.491  0.926
C  -1.391  3.136  1.176
C  -2.115  0.061  1.561
C  -2.303  -1.339  1.415
C  -3.395  -2.001  1.961
C  -4.456  -1.261  2.563
C  -4.394  0.107  2.530
C  -3.258  0.768  1.974
C  2.200  -1.132  -2.417
C  2.690  -1.729  -3.596
H  2.285  -3.110  -5.180
H  0.041  -3.734  -4.304
H  -0.853  -2.637  -2.243
H  1.407  1.619  0.103
H  2.053  3.926  -0.404
H  0.506  5.830  0.153
H  -1.713  5.286  1.166
H  -2.375  3.017  1.611
H  -1.524  -1.926  0.949
H  -3.436  -3.111  1.939
H  -5.312  -1.803  2.980
H  -5.206  0.696  2.934
H  -3.321  1.852  1.977
H  2.766  -0.349  -1.885
H  3.667  -1.406  -3.957



Question: Which formula does entry 4 have?
Answer: C28H18BCrF3O4